Entry 1:
Here is a 3-piece molecular cluster, C11H18N3 overall in a non-equilibrium geometry from OMol25. Energies are from the ωB97M-V functional and the def2-TZVPD basis.

Charge: +1
Energy above the lowest of the compared OMol25 structures with the same formula, charge and spin (eV): 5.6813
Max |F| (eV Å⁻¹): 4.66

Element x y z (Å)
C1 1.3707 3.3841 -5.4550
C2 0.8546 4.5532 -4.8920
C3 1.6628 2.2767 -4.7146
C4 1.0352 3.3299 -2.8569
C5 0.7095 4.5208 -3.4679
C6 -0.0920 2.7913 2.0141
C7 -0.5696 3.2059 0.6245
C8 0.2582 1.3916 1.6886
C9 0.1993 2.3938 -0.3701
C10 -0.4114 -7.2334 4.0070
C11 -1.8179 -6.9464 3.6610
N1 1.4724 2.2645 -3.4108
N2 0.7188 1.4309 0.2710
N3 -2.7132 -7.7793 3.0671
H1 1.7655 3.2819 -6.4327
H2 0.8746 5.4162 -5.5032
H3 1.9933 1.2641 -5.1491
H4 0.8984 3.2405 -1.7536
H5 0.7841 3.2264 2.2236
H6 -0.8829 3.0792 2.7501
H7 -1.6108 3.0769 0.3892
H8 -0.3260 4.2912 0.3454
H9 1.1125 0.9810 2.2797
H10 -0.5162 0.6573 1.6069
H11 -0.3859 -8.0976 4.5847
H12 0.1860 -7.3993 3.0630
H13 0.0715 -6.3752 4.5307
H14 0.6742 5.3836 -2.9290
H15 -2.3401 -6.0070 3.8437
H16 1.2027 0.6044 -0.0542
H17 -3.7142 -7.4918 3.2320
H18 -2.4643 -8.7154 2.8070

Atomic partial charges in e from the natural (NBO) method, atoms 1 to 8:
1 C -0.2865
2 C -0.1598
3 C 0.0382
4 C 0.0187
5 C -0.2596
6 C -0.4427
7 C -0.5199
8 C -0.2497

***

Entry 2:
Here is C25H26Cl3N5RuS2 as an isolated structure in a non-equilibrium geometry from OMol25. Energies are from the ωB97M-V functional and the def2-TZVPD basis.

Charge: +1
Energy above the lowest of the compared OMol25 structures with the same formula, charge and spin (eV): 0.0000
Expectation value of S²: 0.761
Max |F| (eV Å⁻¹): 1.24
Multiplicity: 2

Element x y z (Å)
Ru1 -0.2498 0.0340 -0.0545
C1 2.5468 1.1290 0.1214
C2 3.0068 0.0549 1.0926
C3 2.4703 -1.3429 0.8933
C4 3.3663 -2.3991 0.9533
C5 2.9008 -3.6993 0.9653
C6 1.5361 -3.9064 0.9280
C7 0.7047 -2.8069 0.8224
N1 1.1393 -1.5379 0.7953
N2 1.1591 1.5709 0.3580
C8 0.9220 2.0743 1.7349
C9 0.2284 1.0779 2.6254
C10 0.3352 1.1246 4.0044
C11 -0.4133 0.2426 4.7668
C12 -1.2492 -0.6559 4.1242
C13 -1.2883 -0.6555 2.7428
N3 -0.5577 0.1867 2.0048
C14 0.8174 2.6379 -0.6152
C15 -0.6766 2.8147 -0.6623
C16 -1.2832 4.0154 -0.9734
C17 -2.6686 4.0783 -1.0157
C18 -3.3998 2.9397 -0.7256
C19 -2.7256 1.7711 -0.4183
N4 -1.3923 1.7057 -0.3859
H1 2.5975 0.7452 -0.8988
H2 3.2121 1.9986 0.1959
H3 2.7892 0.3598 2.1212
H4 4.0939 0.0047 1.0338
H5 4.4260 -2.1933 1.0123
H6 3.5905 -4.5319 1.0140
H7 1.1126 -4.8998 0.9576
H8 -0.3642 -2.9427 0.7533
H9 0.2654 2.9442 1.6613
H10 1.8513 2.4280 2.1902
H11 0.9922 1.8465 4.4714
H12 -0.3468 0.2595 5.8461
H13 -1.8570 -1.3561 4.6788
H14 -1.9118 -1.3503 2.1944
H15 1.1594 2.3133 -1.5997
H16 1.3297 3.5760 -0.3756
H17 -0.6770 4.8860 -1.1843
H18 -3.1669 5.0047 -1.2674
H19 -4.4800 2.9441 -0.7428
H20 -3.2476 0.8491 -0.2017
C20 -2.8423 -2.7046 -2.8643
C21 -1.8332 -1.7545 -2.2798
S1 -1.8784 -1.5116 -0.5881
C22 -0.9213 -1.0645 -3.0553
C23 -0.8647 -1.1840 -4.5548
S2 0.1695 0.0260 -2.3460
H21 -3.4778 -3.1134 -2.0814
H22 -2.3519 -3.5337 -3.3779
H23 -3.4794 -2.1977 -3.5915
H24 -1.6256 -1.8567 -4.9440
H25 0.1130 -1.5520 -4.8692
H26 -1.0008 -0.2044 -5.0153
Cl1 2.3928 -5.9455 -2.6842
C24 1.1731 -4.6742 -2.8546
Cl2 0.6806 -4.5172 -4.5430
Cl3 -0.2381 -5.0486 -1.8528
C25 1.7634 -3.4099 -2.4058
N5 2.2228 -2.4204 -2.0533

Atomic partial charges in e from the natural (NBO) method, atoms 1 to 8:
1 Ru 0.2341
2 C -0.2137
3 C -0.4477
4 C 0.2606
5 C -0.2352
6 C -0.1315
7 C -0.2552
8 C 0.0705

***

Entry 3:
Here is a 4-piece molecular cluster, C14H33N3O7P overall in a non-equilibrium geometry from OMol25. Energies are from the ωB97M-V functional and the def2-TZVPD basis.

Charge: -1
Calculated total energy (Eh): -1585.5032
Max |F| (eV Å⁻¹): 1.61

Element x y z (Å)
O1 -4.2048 -0.5419 -3.0000
C1 -3.4745 -1.5004 -2.8933
O2 -2.2518 -1.3972 -2.4066
C2 -1.7365 -2.6287 -1.7699
C3 -1.8971 -2.5734 -0.2548
P1 -0.1957 -2.7360 0.6406
O3 0.2892 -1.2588 -0.1498
C4 0.1518 -0.1168 0.7033
C5 0.2069 -0.7220 2.1119
O4 -0.6880 -1.7982 2.0493
H1 -3.8285 -2.4876 -3.2316
H2 -2.2730 -3.4756 -2.2099
H3 -0.6931 -2.6912 -2.0713
H4 -2.4931 -3.4483 0.0354
H5 -2.4656 -1.6931 0.0500
H6 1.1071 -2.9051 1.2681
H7 0.2926 -3.6119 -0.4162
H8 -0.7176 -3.9243 1.3144
H9 -0.8173 0.3827 0.6074
H10 1.0111 0.4894 0.4354
H11 -0.0182 0.0006 2.9109
H12 1.2398 -1.0084 2.3384
C6 -2.4028 2.9171 -6.7615
O5 -1.6081 3.7110 -7.2376
N1 -2.6092 2.7213 -5.4505
C7 -3.5779 1.7571 -4.9500
C8 -1.8369 3.4993 -4.4973
H13 -3.0389 2.2754 -7.3956
H14 -4.3308 2.2692 -4.3488
H15 -3.0820 1.0151 -4.3306
H16 -4.0705 1.2549 -5.7804
H17 -2.0207 4.5642 -4.6501
H18 -0.7723 3.3136 -4.6396
H19 -2.1195 3.2199 -3.4859
C9 -0.0127 3.4257 1.2468
O6 0.3606 2.7681 0.3036
N2 0.7586 4.3148 1.9190
C10 0.2604 5.0681 3.0479
C11 2.1299 4.5045 1.4837
H20 -1.0359 3.3448 1.6549
H21 0.3203 6.1405 2.8430
H22 0.8503 4.8457 3.9406
H23 -0.7779 4.8054 3.2410
H24 2.1494 4.8456 0.4474
H25 2.6732 3.5605 1.5402
H26 2.6157 5.2424 2.1187
C12 3.9184 -2.4198 3.1235
O7 3.1423 -1.5160 3.3394
N3 3.7590 -3.6771 3.5870
C13 4.7035 -4.7325 3.3028
C14 2.5803 -3.9651 4.3874
H27 4.8251 -2.2929 2.5053
H28 4.2093 -5.5434 2.7626
H29 5.1188 -5.1288 4.2337
H30 5.5176 -4.3492 2.6902
H31 1.6796 -3.7504 3.8086
H32 2.5727 -3.3354 5.2787
H33 2.5861 -5.0128 4.6807

Atomic partial charges in e from the natural (NBO) method, atoms 1 to 8:
1 O -0.6255
2 C 0.6538
3 O -0.4916
4 C -0.0707
5 C -0.7570
6 P 1.2110
7 O -0.8496
8 C -0.0790

***

Entry 4:
Here is C6H14O2 as an isolated structure in a non-equilibrium geometry from OMol25. Energies are from the ωB97M-V functional and the def2-TZVPD basis.

Energy above the lowest of the compared OMol25 structures with the same formula, charge and spin (eV): 6.0321
Max |F| (eV Å⁻¹): 2.95

Element x y z (Å)
C1 2.1105 0.6252 -0.4216
C2 0.9609 1.3657 0.2137
C3 -0.1276 1.2768 -0.8008
C4 -1.2840 0.5205 -0.6261
C5 -2.2584 0.0722 -1.5308
C6 -3.3071 -0.9160 -1.1278
H1 1.9058 -0.4376 -0.5783
H2 3.0972 0.8585 -0.0909
H3 2.2513 0.8575 -1.4904
H4 0.7934 0.9474 1.2386
H5 0.2613 1.4914 -1.8020
H6 -1.4496 0.1149 0.3637
H7 -2.1702 0.4482 -2.5276
H8 -4.2716 -0.4433 -1.2514
H9 -3.2109 -1.8600 -1.6462
H10 -3.0976 -1.1052 -0.0917
H11 0.4750 -2.3224 2.1368
H12 1.7061 -1.1768 2.1922
O1 0.9878 -1.8127 1.5094
H13 2.9189 -0.6047 3.3984
H14 1.2290 2.4025 0.3382
O2 2.4799 -0.3021 2.5948

Atomic partial charges in e from the natural (NBO) method, atoms 1 to 8:
1 C -0.5812
2 C -0.5264
3 C 0.2524
4 C -0.3679
5 C 0.1898
6 C -0.6874
7 H 0.2561
8 H 0.2657

***

Which of these has the lowest max |F|?
C25H26Cl3N5RuS2

***

What is the max |F| in the first record?
4.66 eV Å⁻¹